(1)
The following is a DFT calculation (ωB97M-V/def2-TZVPD) of a cluster of 12 separate species, C4H34NO12 in total in a non-equilibrium geometry.

Each line ends with the natural charge from an NBO analysis.
Geometry (Å):
C 0.044 -1.006 -0.194  -0.64
C 0.268 0.473 -0.023  -0.08
C 0.432 1.216 -1.357  -0.47
C 1.625 0.869 -2.316  -0.07
O 2.723 1.714 -2.005  -0.73
N 1.443 0.714 0.909  -0.76
H 1.041 -1.436 -0.397  0.21
H -0.529 -1.235 -1.105  0.22
H -0.369 -1.472 0.687  0.24
H -0.666 0.964 0.417  0.27
H -0.568 1.262 -1.797  0.25
H 0.674 2.267 -1.089  0.22
H 1.949 -0.092 -1.908  0.14
H 1.209 0.957 -3.319  0.20
H 2.723 2.391 -2.685  0.48
H 1.196 1.373 1.655  0.48
H 1.783 -0.166 1.314  0.47
H 2.051 1.323 0.337  0.46
H -0.101 2.089 3.029  0.52
H 0.767 3.396 2.879  0.48
O 0.819 2.445 3.018  -1.00
H -3.006 -2.890 -2.076  0.51
H -4.304 -2.297 -2.624  0.49
O -3.493 -2.037 -2.164  -1.01
H -3.073 -1.635 -0.194  0.51
H -3.660 -1.646 1.231  0.50
O -2.941 -1.269 0.694  -0.97
H 2.519 -1.682 -2.024  0.45
H 2.924 -2.673 -2.886  0.47
O 2.138 -2.520 -2.334  -0.93
H -2.126 1.491 2.110  0.53
H -2.206 2.319 3.646  0.51
O -1.790 1.745 2.992  -1.03
H -2.540 -0.251 -2.036  0.48
H -3.389 0.285 -3.194  0.48
O -3.031 0.503 -2.337  -0.96
H -2.790 0.372 0.613  0.51
H -3.198 1.565 -0.150  0.51
O -2.445 1.295 0.411  -1.00
H -1.543 -4.349 -1.057  0.50
H -0.995 -3.967 -2.580  0.51
O -1.718 -4.087 -1.963  -0.98
H 2.515 0.686 3.458  0.47
H 1.505 0.145 4.282  0.49
O 1.835 -0.007 3.383  -0.95
H 2.397 4.363 0.713  0.48
H 3.128 3.250 1.391  0.47
O 2.547 3.418 0.637  -0.95
H 2.858 -3.127 1.323  0.48
H 2.806 -2.646 2.797  0.49
O 2.561 -2.400 1.889  -0.96

Atoms 1-3, force components in eV/Å:
C 1.236 -0.276 -0.707
C -1.888 0.945 0.122
C 0.586 1.520 0.510

DFT total energy = -30754.043 eV
Highest occupied orbital energy = -12.722 eV
Total charge = +1



(2)
The following is a DFT calculation (ωB97M-V/def2-TZVPD) of a cluster of 14 separate species, C4H34NO15 in total in a non-equilibrium geometry.

Each line ends with the natural charge from an NBO analysis.
Geometry (Å):
C 0.364 1.189 -0.689  -0.06
O 0.908 0.592 0.447  -0.87
C 0.383 2.746 -0.572  -0.07
C 1.839 3.189 -0.540  -0.53
C 1.808 4.733 -0.749  0.45
O 2.453 5.580 -0.177  -0.54
N -0.381 3.207 0.603  -0.87
H 1.033 0.871 -1.539  0.11
H -0.590 0.718 -0.936  0.19
H -0.215 3.277 -1.480  0.18
H 2.329 2.979 0.436  0.26
H 2.591 2.732 -1.336  0.22
H 1.187 5.147 -1.555  0.10
H 0.158 3.441 1.454  0.39
H -1.109 2.551 0.827  0.37
H 2.509 -0.064 -2.145  0.49
H 1.892 -0.095 -3.572  0.48
O 2.315 -0.704 -2.917  -0.96
H -3.447 -0.478 -2.853  0.45
H -2.633 -1.400 -2.109  0.50
O -2.888 -0.472 -2.182  -0.97
H -2.880 -0.553 0.852  0.49
H -3.716 -0.148 -0.374  0.48
O -3.756 -0.055 0.487  -0.96
H 0.045 -2.200 0.540  0.45
H 0.289 -0.384 0.428  0.51
O -0.463 -1.510 0.677  -1.13
H -2.877 0.356 2.882  0.50
H -3.078 1.202 1.626  0.51
O -2.733 1.305 2.572  -1.02
H 1.506 -2.396 -2.705  0.49
H 1.063 -3.785 -2.569  0.48
O 0.888 -3.008 -3.016  -0.96
H 3.013 -4.155 -1.903  0.49
H 2.471 -4.049 -0.282  0.50
O 2.288 -4.373 -1.177  -0.99
H -2.175 -3.648 -0.612  0.50
H -2.539 -4.367 0.739  0.45
O -2.649 -4.404 -0.140  -1.00
H 3.612 -0.942 0.921  0.46
H 2.359 -0.375 0.245  0.50
O 3.000 -1.043 0.197  -0.99
H -1.438 -1.510 1.997  0.50
H -1.187 -1.045 3.388  0.47
O -1.861 -1.307 2.799  -1.00
H -0.648 -2.607 -2.022  0.51
H -1.207 -1.918 -0.631  0.51
O -1.432 -2.484 -1.453  -1.05
H 2.415 2.104 2.800  0.46
H 0.847 2.238 2.852  0.50
O 1.718 2.745 2.821  -0.98
H 0.100 0.617 2.734  0.48
H -1.198 0.989 3.328  0.50
O -0.284 0.969 3.586  -0.98

Atoms 1-3, force components in eV/Å:
C 1.103 0.370 -1.239
O -1.221 -1.559 0.275
C -1.643 -0.516 -1.190

DFT total energy = -36902.902 eV
Highest occupied orbital energy = -6.294 eV
Total charge = -1



(3)
The following is a DFT calculation (ωB97M-V/def2-TZVPD) of a cluster of 12 separate species, C4H35N3O11 in total in a non-equilibrium geometry.

Each line ends with the natural charge from an NBO analysis.
Geometry (Å):
C 0.607 1.778 2.947  -0.25
C 0.783 3.102 2.203  -0.45
C 0.192 3.028 0.761  -0.26
N 1.187 2.609 -0.279  -0.87
N 1.152 0.490 2.289  -0.28
C 0.513 -0.616 2.931  -0.14
N 1.253 -1.846 2.575  -0.61
H -0.499 1.644 3.004  0.24
H 0.951 1.857 3.994  0.25
H 1.845 3.372 2.163  0.22
H 0.305 3.910 2.717  0.26
H -0.266 3.977 0.331  0.21
H -0.694 2.425 0.737  0.19
H 1.387 1.590 -0.236  0.37
H 2.021 3.165 0.022  0.37
H 0.962 0.626 1.292  0.42
H 0.585 -0.429 4.019  0.25
H -0.495 -0.910 2.538  0.28
H 2.230 -1.549 2.614  0.39
H 0.988 -2.213 1.670  0.38
H 0.119 -1.553 -2.542  0.49
H -0.527 -2.505 -3.645  0.51
O -0.022 -2.464 -2.828  -0.99
H 4.161 0.636 -1.105  0.49
H 3.298 0.008 -2.165  0.48
O 3.239 0.579 -1.390  -0.96
H 2.676 -2.326 -1.584  0.50
H 1.703 -2.899 -0.525  0.51
O 2.337 -2.185 -0.694  -0.99
H -0.670 0.857 -1.545  0.50
H -1.895 1.851 -1.262  0.51
O -1.633 0.928 -1.463  -1.02
H -2.607 -3.997 0.440  0.48
H -2.180 -3.018 -0.606  0.48
O -2.162 -3.978 -0.415  -0.96
H -0.425 3.437 -1.788  0.49
H -1.855 4.032 -1.550  0.48
O -1.363 3.385 -2.068  -0.94
H 0.470 -4.627 0.160  0.47
H -0.150 -4.031 -1.210  0.52
O 0.573 -4.496 -0.780  -0.97
H -0.847 -1.569 0.701  0.44
H -1.704 -0.838 -0.446  0.51
O -1.719 -1.332 0.391  -0.95
H -3.747 0.989 -0.074  0.47
H -3.559 1.328 1.394  0.45
O -3.977 0.683 0.816  -0.92
H 1.293 0.623 -1.903  0.51
H 1.487 -0.627 -0.836  0.53
O 0.876 0.030 -1.267  -1.05
H -1.908 -0.258 -2.656  0.48
H -2.077 -1.686 -2.597  0.45
O -2.211 -0.987 -3.249  -0.95

Atoms 1-3, force components in eV/Å:
C 0.163 0.541 0.682
C 0.517 -0.711 -1.563
C 0.338 1.193 -1.070

DFT total energy = -31698.902 eV
Highest occupied orbital energy (spin up / spin down) = -12.950 / -12.950 eV
Total charge = +1
Multiplicity = 2



(4)
The following is a DFT calculation (ωB97M-V/def2-TZVPD) of a cluster of 12 separate species, C4H35N3O11S in total in a non-equilibrium geometry.

Each line ends with the natural charge from an NBO analysis.
Geometry (Å):
C 1.447 0.331 -0.059  -0.29
N 2.349 1.320 0.443  -0.54
C 0.015 0.930 -0.321  -0.06
C -0.123 1.853 -1.480  -0.54
S 0.336 3.604 -1.046  0.03
N -0.885 -0.215 -0.373  -0.61
C -2.311 -0.194 -0.184  -0.05
N -2.921 -1.113 -1.130  -0.85
H 1.786 -0.140 -0.985  0.26
H 1.362 -0.441 0.704  0.25
H 3.026 1.006 1.158  0.44
H 2.726 1.889 -0.308  0.40
H -0.056 1.352 0.686  0.23
H 0.640 1.579 -2.222  0.25
H -1.019 1.809 -2.091  0.25
H 0.228 4.007 -2.340  0.16
H -0.485 -0.985 -0.884  0.41
H -2.519 -0.455 0.856  0.19
H -2.820 0.747 -0.413  0.19
H -2.335 -1.882 -1.417  0.38
H -3.889 -1.339 -0.983  0.39
H -0.808 -0.341 -3.483  0.46
H -2.369 -0.179 -3.781  0.49
O -1.491 -0.298 -4.146  -0.96
H -2.627 2.539 -1.193  0.45
H -2.501 3.945 -0.737  0.49
O -3.053 3.165 -0.602  -0.93
H 0.042 -2.411 -2.528  0.53
H 0.483 -1.304 -3.567  0.50
O 0.572 -1.585 -2.650  -1.02
H 0.646 -0.626 2.872  0.50
H 0.549 -1.999 3.272  0.49
O 1.169 -1.460 2.757  -1.01
H 3.171 -1.345 -0.630  0.47
H 2.174 -1.912 -1.748  0.50
O 2.906 -2.107 -1.139  -0.96
H 0.787 2.122 2.948  0.47
H 2.218 2.467 2.778  0.46
O 1.530 2.488 3.453  -0.93
H -3.902 1.160 2.420  0.48
H -3.199 2.118 1.485  0.50
O -3.056 1.603 2.293  -0.98
H 1.518 -2.860 1.156  0.50
H 2.195 -3.419 -0.172  0.51
O 1.461 -3.522 0.458  -0.99
H 0.250 -3.454 -0.813  0.50
H 0.174 -4.594 -1.799  0.49
O -0.325 -3.810 -1.537  -0.99
H -0.925 0.361 1.947  0.49
H -1.314 0.975 3.362  0.53
O -0.645 0.505 2.854  -0.99
H 3.166 -0.548 2.447  0.48
H 3.068 0.417 3.607  0.51
O 3.583 0.246 2.807  -0.96

Atoms 1-3, force components in eV/Å:
C -0.200 0.362 0.658
N 0.572 -0.647 -1.772
C -0.563 -1.430 1.440

DFT total energy = -42535.121 eV
Highest occupied orbital energy (spin up / spin down) = -12.733 / -12.107 eV
Total charge = +1
Multiplicity = 2



Q: Which of these has the lowest total charge?
A: C4H34NO15